Molecular formula: C3H4O2
Method: DFT, ωB97M-V/def2-TZVPD

Computed properties:
largest force on an atom = 0.5 eV/Å
E_LUMO = 0.79 eV
gap between HOMO and LUMO = 11.01 eV
electronic energy = -267.1268 Eh
energy above the lowest of the compared OMol25 structures with the same formula, charge and spin = 173.2 kJ/mol

Last columns: bonded neighbours and bond lengths (Å).
Atoms and positions in Å:
1 O -1.529 -0.686 -1.715  C3 1.207
2 O 0.358 -0.491 1.328  C4 1.411, C5 1.417
3 C -1.174 -0.250 -0.647  O1 1.207, C5 1.489, H6 1.110
4 C 0.856 0.585 0.564  O2 1.411, C5 1.473, H8 1.091, H9 1.088
5 C 0.168 -0.549 -0.076  O2 1.417, C3 1.489, C4 1.473, H7 1.088
6 H -1.778 0.482 -0.069  C3 1.110
7 H 0.726 -1.329 -0.590  C5 1.088
8 H 0.316 1.517 0.738  C4 1.091
9 H 1.931 0.682 0.426  C4 1.088

Molecular formula: CH3FO2
Method: DFT, ωB97M-V/def2-TZVPD

Computed properties:
largest force on an atom = 3.1 eV/Å
E_LUMO = 0.65 eV
gap between HOMO and LUMO = 12.07 eV
electronic energy = -290.2311 Eh
energy above the lowest of the compared OMol25 structures with the same formula, charge and spin = 64.3 kJ/mol

Last columns: bonded neighbours and bond lengths (Å).
Atoms and positions in Å:
1 F 1.492 0.808 -1.088  C4 1.331
2 O -0.937 0.261 1.422  H5 0.976, H7 0.924
3 O 0.611 -1.211 -1.638  C4 1.161
4 C 0.814 -0.325 -0.917  F1 1.331, O3 1.161, H6 1.089
5 H -1.836 -0.075 1.248  O2 0.976
6 H 0.521 -0.386 0.130  C4 1.089
7 H -0.665 0.928 0.843  O2 0.924

Molecular formula: C14H28BF34N2O6P4
Method: DFT, ωB97M-V/def2-TZVPD

Computed properties:
largest force on an atom = 2.2 eV/Å
E_LUMO = 6.59 eV
gap between HOMO and LUMO = 3.07 eV
electronic energy = -5897.7621 Eh
total charge = -5

Last columns: bonded neighbours and bond lengths (Å).
Atoms and positions in Å:
1 P 3.131 3.505 -1.147  F5 1.619, F21 1.598, F22 1.640, F32 1.627, F34 1.612, F38 1.635
2 P -2.022 -4.452 -1.469  F12 1.632, F23 1.605, F26 1.653, F29 1.642, F31 1.587, F36 1.605
3 P 1.508 -3.652 3.286  F7 1.632, F8 1.618, F19 1.607, F24 1.628, F25 1.656, F30 1.604
4 P -4.711 2.035 -0.161  F10 1.613, F11 1.580, F13 1.626, F17 1.675, F18 1.623, F20 1.627
5 F 3.022 3.161 -2.725  P1 1.619
6 F 4.252 -2.196 -0.899  B61 1.422
7 F 2.975 -4.355 3.153  P3 1.632
8 F 0.045 -2.998 3.507  P3 1.618
9 F 2.679 -2.730 -2.480  B61 1.392
10 F -5.980 1.643 -1.077  P4 1.613
11 F -3.829 2.313 -1.442  P4 1.580
12 F -2.635 -5.521 -0.398  P2 1.632
13 F -5.211 3.581 -0.100  P4 1.626
14 F -0.231 1.994 -4.550  C50 1.327
15 F 4.794 -2.119 -3.159  B61 1.420
16 F 3.379 -0.538 -2.214  B61 1.421
17 F -5.647 1.747 1.198  P4 1.675
18 F -3.473 2.399 0.824  P4 1.623
19 F 2.238 -2.233 3.475  P3 1.607
20 F -4.260 0.474 -0.088  P4 1.627
21 F 4.290 2.419 -0.970  P1 1.598
22 F 1.959 4.628 -1.378  P1 1.640
23 F -1.067 -3.867 -0.319  P2 1.605
24 F 0.837 -5.126 3.116  P3 1.628
25 F 1.612 -3.884 4.922  P3 1.656
26 F -3.177 -3.369 -0.992  P2 1.653
27 F -0.223 2.228 -6.703  C50 1.393
28 F 0.994 0.707 -5.765  C50 1.333
29 F -3.098 -5.023 -2.571  P2 1.642
30 F 1.429 -3.434 1.699  P3 1.604
31 F -1.478 -3.394 -2.520  P2 1.587
32 F 1.979 2.393 -0.865  P1 1.627
33 F 4.347 2.693 2.816  C55 1.355
34 F 3.182 3.864 0.424  P1 1.612
35 F 6.301 2.412 3.652  C55 1.360
36 F -0.940 -5.541 -1.939  P2 1.605
37 F 5.170 0.706 2.912  C55 1.336
38 F 4.253 4.659 -1.437  P1 1.635
39 O -0.266 -0.563 0.972  C58 1.190
40 O -1.694 -0.047 3.688  C52 1.170
41 O 2.987 1.416 4.752  C51 1.385, C57 1.476
42 O 4.927 0.771 5.718  C57 1.275
43 O -1.162 -0.404 -7.092  C49 1.399, C54 1.480
44 O -1.392 -0.574 -4.835  C54 1.281
45 N -3.758 -0.535 4.639  C47 1.486, C52 1.559, H85 1.023, H88 1.024
46 N 1.806 -0.633 0.035  C58 1.531, C59 1.510, H66 1.031, H71 1.044
47 C -3.673 0.612 5.580  N45 1.486, H67 1.084, H75 1.084, H79 1.091
48 C -1.928 -0.829 -9.259  C49 1.517, H68 1.101, H73 1.094, H82 1.092
49 C -1.577 0.252 -8.255  O43 1.399, C48 1.517, H77 1.104, H81 1.099
50 C -0.202 1.289 -5.674  F14 1.327, F27 1.393, F28 1.333, C54 1.540
51 C 2.105 2.478 4.632  O41 1.385, C53 1.514, H69 1.114, H83 1.100
52 C -2.773 -0.424 3.436  O40 1.170, N45 1.559, C60 1.452
53 C 0.717 1.960 4.317  C51 1.514, H63 1.087, H70 1.100, H74 1.092
54 C -1.356 0.277 -5.792  O43 1.480, O44 1.281, C50 1.540, H62 1.124
55 C 5.064 1.849 3.596  F33 1.355, F35 1.360, F37 1.336, C57 1.548
56 C -0.380 -0.189 -1.381  C58 1.495, H72 1.099, H78 1.088, H80 1.089
57 C 4.418 1.687 4.992  O41 1.476, O42 1.275, C55 1.548, H86 1.135
58 C 0.297 -0.400 -0.064  O39 1.190, N46 1.531, C56 1.495
59 C 2.458 0.082 1.195  N46 1.510, H64 1.083, H84 1.086, H87 1.084
60 C -3.330 -0.866 2.171  C52 1.452, H65 1.088, H76 1.102, H89 1.097
61 B 3.766 -1.906 -2.204  F6 1.422, F9 1.392, F15 1.420, F16 1.421
62 H -2.336 0.827 -5.773  C54 1.124
63 H 0.714 1.349 3.418  C53 1.087
64 H 2.525 1.145 1.001  C59 1.083
65 H -2.532 -1.005 1.445  C60 1.088
66 H 1.885 -1.655 0.143  N46 1.031
67 H -3.952 1.490 5.008  C47 1.084
68 H -2.264 -0.452 -10.237  C48 1.101
69 H 2.117 3.121 5.541  C51 1.114
70 H 0.115 2.846 4.066  C53 1.100
71 H 2.286 -0.424 -0.869  N46 1.044
72 H -0.495 -1.117 -1.958  C56 1.099
73 H -1.084 -1.499 -9.449  C48 1.094
74 H 0.237 1.442 5.149  C53 1.092
75 H -2.694 0.582 6.044  C47 1.084
76 H -4.065 -0.092 1.894  C60 1.102
77 H -2.497 0.819 -8.029  C49 1.104
78 H 0.060 0.494 -2.106  C56 1.088
79 H -4.417 0.463 6.364  C47 1.091
80 H -1.380 0.113 -1.076  C56 1.089
81 H -0.811 0.939 -8.641  C49 1.099
82 H -2.726 -1.465 -8.869  C48 1.092
83 H 2.363 3.203 3.846  C51 1.100
84 H 3.434 -0.392 1.243  C59 1.086
85 H -3.641 -1.452 5.077  N45 1.023
86 H 4.441 2.740 5.416  C57 1.135
87 H 1.943 -0.093 2.133  C59 1.084
88 H -4.697 -0.606 4.237  N45 1.024
89 H -3.976 -1.751 2.205  C60 1.097

Molecular formula: C15H18
Method: DFT, ωB97M-V/def2-TZVPD

Computed properties:
largest force on an atom = 5.7 eV/Å
E_LUMO = 0.90 eV
gap between HOMO and LUMO = 9.41 eV
electronic energy = -582.2941 Eh
energy above the lowest of the compared OMol25 structures with the same formula, charge and spin = 188.1 kJ/mol

Last columns: bonded neighbours and bond lengths (Å).
Atoms and positions in Å:
1 C 0.445 -1.209 2.379  C2 1.419, C7 1.399, H25 1.094
2 C -0.096 -2.260 1.594  C1 1.419, C14 1.401, C15 1.523
3 C 0.806 1.473 -2.478  C10 1.368, C11 1.387, H16 0.984
4 C 2.679 0.581 -0.624  C13 1.540, H18 1.106, H20 1.132, H22 1.092
5 C -1.614 2.724 -1.714  C8 1.389, C9 1.378, H30 1.133
6 C -1.842 -0.393 2.604  C7 1.396, C12 1.393, H33 1.025
7 C -0.478 -0.287 2.884  C1 1.399, C6 1.396, H19 0.985
8 C -1.288 2.602 -3.058  C5 1.389, C10 1.435, H24 1.117
9 C -0.799 2.086 -0.804  C5 1.378, C11 1.428, H23 1.055
10 C -0.044 1.986 -3.419  C3 1.368, C8 1.435, H31 1.112
11 C 0.455 1.490 -1.136  C3 1.387, C9 1.428, C13 1.475
12 C -2.315 -1.458 1.841  C6 1.393, C14 1.369, H17 1.086
13 C 1.260 0.839 -0.085  C4 1.540, C11 1.475, H26 1.116, H27 1.196
14 C -1.461 -2.383 1.303  C2 1.401, C12 1.369, H32 0.983
15 C 0.616 -3.383 0.851  C2 1.523, H21 1.107, H28 1.124, H29 1.131
16 H 1.709 1.210 -2.769  C3 0.984
17 H -3.397 -1.555 1.873  C12 1.086
18 H 3.264 1.393 -1.095  C4 1.106
19 H -0.168 0.426 3.489  C7 0.985
20 H 3.327 0.242 0.240  C4 1.132
21 H 0.967 -3.169 -0.177  C15 1.107
22 H 2.668 -0.055 -1.511  C4 1.092
23 H -1.181 2.048 0.178  C9 1.055
24 H -2.015 2.872 -3.863  C8 1.117
25 H 1.522 -1.056 2.497  C1 1.094
26 H 1.261 1.315 0.925  C13 1.116
27 H 0.726 -0.218 0.082  C13 1.196
28 H 1.616 -3.623 1.303  C15 1.124
29 H 0.070 -4.363 0.709  C15 1.131
30 H -2.598 3.171 -1.371  C5 1.133
31 H 0.161 1.889 -4.508  C10 1.112
32 H -1.751 -3.161 0.777  C14 0.983
33 H -2.507 0.220 3.084  C6 1.025

Molecular formula: C6H7B
Method: DFT, ωB97M-V/def2-TZVPD

Computed properties:
largest force on an atom = 4.0 eV/Å
E_LUMO = -0.19 eV
gap between HOMO and LUMO = 8.71 eV
electronic energy = -257.4011 Eh
energy above the lowest of the compared OMol25 structures with the same formula, charge and spin = 403.4 kJ/mol

Last columns: bonded neighbours and bond lengths (Å).
Atoms and positions in Å:
1 C 0.263 1.489 -0.444  C3 1.178, C5 1.423
2 C -2.443 1.280 1.088  C4 1.193, H12 1.026
3 C -0.021 2.628 -0.354  C1 1.178, H9 1.073
4 C -1.912 0.266 0.752  C2 1.193, B7 1.612
5 C 0.590 0.155 -0.071  C1 1.423, B7 1.607, H13 1.036, H14 1.070
6 C 0.288 -2.750 -0.323  H8 1.078, H10 1.076, H11 1.080
7 B -0.716 -0.710 0.288  C4 1.612, C5 1.607
8 H 0.887 -2.973 0.545  C6 1.078
9 H -0.290 3.612 -0.689  C3 1.073
10 H -0.519 -3.438 -0.505  C6 1.076
11 H 0.975 -2.684 -1.153  C6 1.080
12 H -2.900 2.196 1.153  C2 1.026
13 H 0.948 0.316 0.888  C5 1.036
14 H 1.373 -0.350 -0.597  C5 1.070

Molecular formula: C28H45B2F13NO12PS
Method: DFT, ωB97M-V/def2-TZVPD

Computed properties:
largest force on an atom = 3.0 eV/Å
E_LUMO = 0.38 eV
gap between HOMO and LUMO = 8.66 eV
electronic energy = -4139.2432 Eh
energy above the lowest of the compared OMol25 structures with the same formula, charge and spin = 124.5 kJ/mol

Last columns: bonded neighbours and bond lengths (Å).
Atoms and positions in Å:
1 S 2.873 3.153 1.084  P2 1.968
2 P 2.179 1.577 0.131  S1 1.968, C34 1.881, H80 1.410, H102 1.407
3 F 2.387 1.922 6.091  C53 1.298
4 F 2.835 0.867 7.855  C53 1.325
5 F 3.338 -0.522 5.488  C44 1.312
6 F -2.205 0.745 2.959  C46 1.350
7 F -1.612 -0.097 1.091  C46 1.338
8 F 2.208 -1.378 7.039  C44 1.335
9 F 1.399 -1.981 4.526  C50 1.322
10 F -0.051 1.176 4.653  C36 1.304
11 F 0.629 -1.010 2.063  C29 1.316
12 F -0.981 -1.371 3.390  C29 1.352
13 F 1.758 0.645 3.608  C36 1.344
14 F 0.820 1.086 7.295  C53 1.301
15 F -0.017 -1.184 5.922  C50 1.316
16 O 3.559 1.150 -3.610  C54 1.450, B58 1.373
17 O -5.155 -4.288 0.983  C31 1.200
18 O 0.788 3.279 -1.255  C34 1.456, C39 1.378
19 O -3.355 3.794 -5.201  C47 1.345, C56 1.432
20 O -2.951 2.139 -3.811  C47 1.203
21 O -4.808 -5.128 2.989  C31 1.349, C35 1.430
22 O 3.640 -2.066 -0.348  C30 1.204
23 O 2.009 -0.579 -3.844  B58 1.366, H75 0.968
24 O -0.235 0.263 -5.637  B57 1.377, H69 0.970
25 O 5.494 -2.572 0.724  C30 1.343, C42 1.432
26 O 2.474 3.746 -2.641  C39 1.159
27 O 0.703 2.024 -6.832  B57 1.379, H67 0.967
28 N -1.107 0.737 -2.189  C45 1.439, C49 1.475, H90 1.012
29 C -0.194 -0.395 2.887  F11 1.316, F12 1.352, C36 1.553, C46 1.547
30 C 4.157 -2.450 0.670  O22 1.204, O25 1.343, C48 1.509
31 C -4.474 -4.308 1.971  O17 1.200, O21 1.349, C38 1.511
32 C -4.884 3.410 -3.305  C47 1.509, H63 1.088, H84 1.088, H103 1.089
33 C -1.618 -1.556 -3.128  C49 1.550, H59 1.094, H62 1.091, H94 1.095
34 C 0.509 1.996 -0.627  P2 1.881, O18 1.456, C45 1.580, C51 1.533
35 C -3.965 -5.372 4.118  O21 1.430, C55 1.515, H99 1.091, H101 1.090
36 C 0.591 0.188 4.093  F10 1.304, F13 1.344, C29 1.553, C50 1.550
37 C 1.103 1.759 -3.094  C39 1.570, C41 1.569, C45 1.576, B58 1.607
38 C -3.303 -3.368 2.140  C31 1.511, H73 1.088, H86 1.088, H100 1.089
39 C 1.605 3.041 -2.339  O18 1.378, O26 1.159, C37 1.570
40 C -0.572 1.949 1.782  C46 1.528, C51 1.553, H70 1.092, H95 1.092
41 C 0.329 2.415 -4.290  C37 1.569, B57 1.587, H87 1.096, H91 1.097
42 C 6.220 -2.826 1.932  O25 1.432, C43 1.514, H88 1.091, H96 1.089
43 C 6.297 -4.307 2.233  C42 1.514, H71 1.091, H78 1.090, H89 1.090
44 C 2.170 -0.452 6.079  F5 1.312, F8 1.335, C50 1.562, C53 1.554
45 C 0.251 1.133 -1.926  N28 1.439, C34 1.580, C37 1.576, H64 1.116
46 C -1.141 0.578 2.146  F6 1.350, F7 1.338, C29 1.547, C40 1.528
47 C -3.676 3.044 -4.132  O19 1.345, O20 1.203, C32 1.509
48 C 3.325 -2.879 1.852  C30 1.509, H72 1.089, H74 1.088, H83 1.084
49 C -1.404 -0.673 -1.873  N28 1.475, C33 1.550, H60 1.092, H92 1.097
50 C 0.997 -0.881 5.140  F9 1.322, F15 1.316, C36 1.550, C44 1.562
51 C -0.683 2.324 0.279  C34 1.533, C40 1.553, H68 1.088, H82 1.090
52 C -4.121 6.105 -5.093  C56 1.514, H61 1.090, H81 1.090, H97 1.090
53 C 2.016 0.909 6.814  F3 1.298, F4 1.325, F14 1.301, C44 1.554
54 C 4.469 0.184 -3.027  O16 1.450, H65 1.092, H76 1.090, H93 1.091
55 C -4.156 -4.324 5.194  C35 1.515, H77 1.090, H85 1.091, H98 1.091
56 C -4.233 4.763 -5.786  O19 1.432, C52 1.514, H66 1.091, H79 1.089
57 B 0.271 1.543 -5.615  O24 1.377, O27 1.379, C41 1.587
58 B 2.254 0.730 -3.542  O16 1.373, O23 1.366, C37 1.607
59 H -2.462 -2.227 -2.946  C33 1.094
60 H -0.701 -1.127 -1.171  C49 1.092
61 H -4.423 6.044 -4.047  C52 1.090
62 H -1.888 -0.962 -4.003  C33 1.091
63 H -5.684 3.878 -3.874  C32 1.088
64 H 0.844 0.222 -1.678  C45 1.116
65 H 5.313 0.723 -2.593  C54 1.092
66 H -5.258 4.392 -5.814  C56 1.091
67 H 0.755 2.987 -6.766  O27 0.967
68 H -0.788 3.408 0.268  C51 1.088
69 H 0.269 -0.235 -6.299  O24 0.970
70 H 0.422 2.137 2.193  C40 1.092
71 H 5.309 -4.736 2.402  C43 1.091
72 H 3.028 -3.920 1.727  C48 1.089
73 H -2.849 -3.210 1.164  C38 1.088
74 H 3.821 -2.754 2.813  C48 1.088
75 H 1.156 -0.880 -3.500  O23 0.968
76 H 4.805 -0.538 -3.771  C54 1.090
77 H -5.204 -4.275 5.491  C55 1.090
78 H 6.739 -4.842 1.391  C43 1.090
79 H -3.911 4.861 -6.822  C56 1.089
80 H 3.132 1.226 -0.847  P2 1.410
81 H -4.748 6.846 -5.590  C52 1.090
82 H -1.624 1.946 -0.121  C51 1.090
83 H 2.436 -2.259 1.883  C48 1.084
84 H -5.296 2.496 -2.881  C32 1.088
85 H -3.552 -4.560 6.071  C55 1.091
86 H -2.519 -3.753 2.788  C38 1.088
87 H -0.681 2.739 -4.012  C41 1.096
88 H 5.806 -2.251 2.762  C42 1.091
89 H 6.906 -4.486 3.121  C43 1.090
90 H -1.366 0.865 -3.159  N28 1.012
91 H 0.873 3.332 -4.549  C41 1.097
92 H -2.374 -0.679 -1.361  C49 1.097
93 H 3.986 -0.349 -2.208  C54 1.091
94 H -0.760 -2.199 -3.347  C33 1.095
95 H -1.211 2.667 2.303  C40 1.092
96 H 7.222 -2.437 1.757  C42 1.089
97 H -3.088 6.453 -5.108  C52 1.090
98 H -3.877 -3.330 4.841  C55 1.091
99 H -2.922 -5.468 3.811  C35 1.091
100 H -3.661 -2.415 2.526  C38 1.089
101 H -4.265 -6.346 4.502  C35 1.090
102 H 2.112 0.537 1.076  P2 1.407
103 H -4.575 4.071 -2.497  C32 1.089